{"formula": "C9H16ClIIrN2O2P", "method": "ωB97M-V/def2-TZVPD", "spin_multiplicity": 5, "de_lowest_kj_mol": 160.2, "e_tot_ev": -49396.9931, "charge": 2, "gap_ev": [6.6, 3.6], "e_homo_ev": [-13.808, -15.101], "species": ["Ir", "I", "Cl", "P", "O", "O", "N", "N", "C", "C", "C", "C", "C", "C", "C", "C", "C", "H", "H", "H", "H", "H", "H", "H", "H", "H", "H", "H", "H", "H", "H", "H", "H"], "positions_angstrom": [[0.74, -1.55, -0.39], [-2.15, 3.57, -0.44], [2.81, -1.97, 0.46], [-0.87, -2.86, -1.12], [-1.48, 0.46, -0.44], [0.42, 4.62, -0.76], [2.97, 1.57, 1.00], [1.66, 1.15, 1.02], [-1.28, -4.05, 0.21], [3.12, 2.79, 1.58], [-0.22, 3.64, -1.04], [1.02, 2.06, 1.78], [-0.57, -0.28, -0.53], [-2.59, -2.37, -1.56], [1.87, 3.15, 2.10], [0.29, 2.51, -1.89], [-0.38, -3.73, -2.63], [-3.05, -3.16, -2.17], [-0.48, 2.03, -2.47], [3.69, 0.96, 0.60], [-2.60, -1.45, -2.14], [0.72, 1.74, -1.23], [1.58, 4.05, 2.59], [-3.17, -2.25, -0.65], [-0.52, -3.07, -3.49], [0.68, -3.99, -2.54], [-0.98, -4.65, -2.80], [-1.49, -5.03, -0.23], [-0.02, 1.90, 2.04], [-0.44, -4.12, 0.93], [4.07, 3.32, 1.62], [1.11, 2.88, -2.51], [-2.16, -3.72, 0.76]], "mulliken_charge": [0.50, 0.55, -0.29, 0.81, -0.48, -0.23, -0.10, 0.01, -1.14, -0.24, 0.53, -0.52, 0.50, -1.29, -0.65, -0.69, -1.20, 0.39, 0.42, 0.18, 0.39, -0.04, 0.42, 0.41, 0.38, 0.43, 0.40, 0.36, 0.56, 0.39, 0.47, 0.37, 0.40]}